(1)
The following is a DFT calculation (the ωB97M-V functional and the def2-TZVPD basis) of C40H47GeNO2P2PdS2Se as an isolated structure.

ORCA input file:
```
! RIJCOSX wB97M-V def2-TZVPD def2/J DEFGRID3
* xyz 0 1
Pd 0.6262 -0.7493 -0.3994
C -1.1486 6.6796 2.8028
S -2.6801 5.8259 3.2168
C -2.0635 4.1333 3.3782
C -1.6583 3.4837 2.0626
C -1.1302 2.0708 2.3121
N -0.6979 1.3102 1.1448
P 0.8362 1.3900 0.4815
C 1.1162 3.0959 -0.0822
C 1.6534 4.0978 0.7241
C 1.7193 5.4024 0.2626
C 1.2406 5.7187 -1.0011
C 0.6971 4.7275 -1.8051
C 0.6410 3.4201 -1.3497
C 2.0317 1.1093 1.8180
C 3.3136 1.6540 1.8151
C 4.2305 1.2921 2.7897
C 3.8797 0.3802 3.7734
C 2.6069 -0.1727 3.7796
C 1.6898 0.1878 2.8070
P -1.4289 -0.0338 0.1773
C -2.1608 1.0350 -1.1133
C -1.7196 0.9292 -2.4302
C -2.1707 1.8165 -3.3922
C -3.0886 2.8044 -3.0588
C -3.5581 2.8923 -1.7592
C -3.0886 2.0149 -0.7924
C -2.6379 -0.5885 1.3953
C -2.2026 -1.1027 2.6130
C -3.1215 -1.5346 3.5537
C -4.4800 -1.4549 3.2829
C -4.9152 -0.9637 2.0625
C -3.9970 -0.5429 1.1122
H -1.3657 7.7457 2.8015
H -0.7782 6.3994 1.8191
H -0.3841 6.4820 3.5545
H -2.8778 3.5731 3.8427
H -1.2323 4.1278 4.0896
H -0.9012 4.0891 1.5643
H -2.5197 3.4617 1.3995
H -1.9009 1.4823 2.8241
H -0.2835 2.1290 3.0098
H 2.0027 3.8662 1.7219
H 2.1355 6.1755 0.8952
H 1.2884 6.7393 -1.3569
H 0.3155 4.9697 -2.7879
H 0.2060 2.6495 -1.9745
H 3.6070 2.3616 1.0502
H 5.2223 1.7251 2.7775
H 4.5975 0.0978 4.5318
H 2.3287 -0.8931 4.5371
H 0.7035 -0.2622 2.7961
H -1.0242 0.1429 -2.7003
H -1.8126 1.7275 -4.4099
H -3.4476 3.4913 -3.8136
H -4.2910 3.6427 -1.4927
H -3.4703 2.0860 0.2162
H -1.1440 -1.1917 2.8140
H -2.7759 -1.9435 4.4936
H -5.1981 -1.7954 4.0168
H -5.9711 -0.9305 1.8331
H -4.3404 -0.2170 0.1413
O -3.8373 -2.5967 -0.8340
C -2.6267 -2.5621 -0.9340
O -1.9248 -1.4648 -1.0341
C -1.8300 -3.8361 -0.9979
C -2.4256 -4.9000 -1.6670
C -1.8108 -6.1356 -1.7597
C -0.5853 -6.3226 -1.1363
C 0.0146 -5.2739 -0.4619
C -0.5757 -4.0097 -0.3923
S 0.2764 -2.8454 0.6350
H -3.4025 -4.7331 -2.1019
H -2.2899 -6.9468 -2.2914
H -0.0926 -7.2861 -1.1732
H 0.9622 -5.4243 0.0397
C 3.9191 -3.4598 -4.4958
Ge 2.7789 -4.0712 -3.0186
C 0.8880 -3.7647 -3.4496
C 3.1654 -5.9520 -2.6227
C 3.3143 -2.9753 -1.4542
Se 2.7149 -1.1499 -1.7324
C 4.1549 -0.1875 -0.8585
H 3.6221 -3.9253 -5.4346
H 4.9646 -3.7044 -4.3094
H 3.8343 -2.3791 -4.6144
H 0.7834 -3.4752 -4.4945
H 0.4476 -2.9786 -2.8296
H 0.3031 -4.6688 -3.2754
H 3.0030 -6.5679 -3.5064
H 2.5170 -6.3136 -1.8324
H 4.2018 -6.0743 -2.3084
H 4.4021 -2.9427 -1.3924
H 2.8904 -3.3340 -0.5144
H 5.0700 -0.3266 -1.4293
H 4.2742 -0.5366 0.1650
H 3.8759 0.8640 -0.8591
*
```

The total energy is -7843.056636 Ha. The HOMO energy comes out at -7.166 eV. The orbital gap comes out at 6.8 eV. The value obtained for the energy above the lowest of the compared OMol25 structures with the same formula, charge and spin is 65.97 kJ/mol.

(2)
The following is a DFT calculation (the ωB97M-V functional and the def2-TZVPD basis) of C40H47N3OPPdSb2Se2 as an isolated structure.

ORCA input file:
```
! RIJCOSX wB97M-V def2-TZVPD def2/J DEFGRID3
* xyz -1 1
Pd 0.1962 0.7102 -0.1491
C -4.4113 -1.9521 -0.2618
Sb -2.3808 -1.3417 0.2766
C -3.1814 0.5847 0.8392
C -2.6149 -2.0749 2.3168
C -2.1457 -3.4803 2.4775
C -3.0093 -4.5364 2.1867
C -2.5946 -5.8575 2.2431
C -1.2871 -6.1440 2.6095
C -0.4266 -5.1031 2.9209
C -0.8263 -3.7680 2.8642
C 0.1595 -2.6969 3.2207
Sb 1.0824 -1.5941 1.5480
C 1.8207 -3.4149 0.6705
C 2.8455 -1.2373 2.7192
H -4.4948 -3.0392 -0.2995
H -4.6458 -1.5575 -1.2514
H -5.1226 -1.5563 0.4637
H -3.6926 0.4628 1.7951
H -3.9100 0.8848 0.0838
H -2.4078 1.3476 0.9360
H -3.6836 -1.9783 2.5109
H -2.0806 -1.3688 2.9494
H -4.0302 -4.3062 1.9014
H -3.2887 -6.6547 2.0079
H -0.9409 -7.1686 2.6615
H 0.5916 -5.3261 3.2201
H 1.0175 -3.1507 3.7152
H -0.2687 -1.9545 3.8964
H 2.3276 -4.0172 1.4270
H 2.5084 -3.1497 -0.1314
H 0.9956 -3.9843 0.2439
H 2.8936 -1.9605 3.5337
H 2.8111 -0.2225 3.1116
H 3.7125 -1.3437 2.0697
O 1.0899 -1.6311 -2.0160
P 0.8371 -0.4674 -2.9161
C 2.3329 -0.1622 -3.9022
C 3.4416 -0.9522 -3.6186
C 4.6104 -0.8040 -4.3518
C 4.6817 0.1396 -5.3667
C 3.5786 0.9324 -5.6555
C 2.4084 0.7784 -4.9262
C 0.2633 1.1288 -2.2845
C 1.0025 2.3374 -2.4756
C 0.4059 3.5605 -2.3415
C -0.9570 3.6672 -1.9888
C -1.6950 2.5358 -1.7785
C -1.1109 1.2510 -1.9119
C -0.4511 -0.9082 -4.1272
C -0.8624 -2.2346 -4.1888
C -1.8486 -2.6184 -5.0893
C -2.4246 -1.6815 -5.9335
C -2.0267 -0.3512 -5.8683
C -1.0506 0.0327 -4.9626
H 3.3704 -1.6736 -2.8152
H 5.4678 -1.4263 -4.1280
H 5.5955 0.2571 -5.9363
H 3.6283 1.6678 -6.4486
H 1.5537 1.4015 -5.1585
H 2.0530 2.2717 -2.7284
H 0.9923 4.4589 -2.4949
H -1.4116 4.6434 -1.8772
H -2.7444 2.6072 -1.5199
H -1.7658 0.3932 -2.0217
H -0.4124 -2.9479 -3.5096
H -2.1720 -3.6510 -5.1235
H -3.1953 -1.9821 -6.6322
H -2.4904 0.3882 -6.5090
H -0.7810 1.0800 -4.8816
C 2.8793 3.8284 0.6577
N 4.2096 3.3164 0.3323
C 5.3904 4.0235 0.4483
C 6.3924 3.1756 0.1405
N 5.8126 1.9559 -0.1564
C 6.5301 0.7520 -0.5221
C 4.4644 2.0329 -0.0150
Se 3.2486 0.6773 -0.2534
H 2.8134 4.8576 0.3073
H 2.6922 3.7656 1.7271
H 2.1383 3.2084 0.1570
H 5.4032 5.0608 0.7268
H 7.4549 3.3267 0.0899
H 7.4763 1.0421 -0.9751
H 5.9286 0.1888 -1.2332
H 6.7072 0.1289 0.3549
Se 0.4135 2.0145 2.3016
C -1.0797 2.2926 3.4457
C -1.6344 1.2782 4.2322
C -2.7230 1.5336 5.0467
N -3.3215 2.7220 5.1581
C -2.7958 3.6930 4.4076
C -1.7131 3.5346 3.5611
H -1.2027 0.2851 4.2112
H -3.1421 0.7309 5.6464
H -3.2768 4.6642 4.4827
H -1.3582 4.3737 2.9760
*
```

The total energy is -7544.605257 Ha. The HOMO energy comes out at -3.521 eV. The orbital gap comes out at 5.7 eV. The value obtained for the energy above the lowest of the compared OMol25 structures with the same formula, charge and spin is 36.11 kJ/mol.

(3)
The following is a DFT calculation (the ωB97M-V functional and the def2-TZVPD basis) of C40H47N8S3SbTi as an isolated structure in a non-equilibrium geometry.

ORCA input file:
```
! RIJCOSX wB97M-V def2-TZVPD def2/J DEFGRID3
* xyz 4 1
Ti -0.4616 0.0685 -0.7909
N -2.2502 -0.9564 -1.2824
C -2.2098 -2.0293 -2.2928
C -1.1856 -1.6757 -3.3658
N -0.0021 -1.0554 -2.7231
C 0.6942 -0.1646 -3.6756
C 0.1144 1.2658 -3.5903
N -1.0861 1.2558 -2.7371
H -2.8368 -0.1672 -1.6040
H -2.7610 -1.3248 -0.4732
H -1.9266 -2.9644 -1.8014
H -3.1922 -2.1810 -2.7519
H -0.9070 -2.5779 -3.9206
H -1.6154 -0.9832 -4.0924
H 0.6423 -1.8262 -2.5251
H 1.7654 -0.1382 -3.4540
H 0.5914 -0.5567 -4.6939
H 0.8538 1.9446 -3.1505
H -0.1093 1.6424 -4.5940
H -1.3611 2.2238 -2.5629
H -1.8599 0.8657 -3.2827
N -2.6216 1.5556 2.6228
C -1.4199 1.2240 3.1944
C -0.9304 1.3889 4.4851
C 0.3836 1.0261 4.7029
C 1.1770 0.5217 3.6681
C 0.6801 0.3224 2.3931
C -0.6498 0.6716 2.1487
N -1.4141 0.6537 0.9826
C -2.5800 1.2401 1.3137
C -3.6508 1.6243 0.4246
C -4.8068 2.2776 0.8025
S -5.7807 2.6431 -0.5425
C -4.5881 1.9193 -1.5375
N -3.5440 1.4349 -0.9293
H -3.3916 1.9967 3.1058
H -1.5409 1.7971 5.2748
H 0.8121 1.1513 5.6846
H 2.2099 0.2888 3.8752
H 1.3261 -0.0394 1.6055
H -5.1235 2.5562 1.7882
H -4.7249 1.8587 -2.6000
S -2.4817 5.4186 -0.8527
C -2.6703 7.1109 -0.8945
C -1.5021 7.7693 -0.6381
C -0.4212 6.9080 -0.4186
C -0.7664 5.5728 -0.5022
C 0.0743 4.4220 -0.4099
C -0.4719 3.1220 -0.4801
N 0.2486 2.0102 -0.5170
C 1.5953 2.1096 -0.4254
C 2.2490 3.3634 -0.2843
C 3.6745 3.3803 -0.1614
C 4.3893 2.2309 -0.1575
C 3.7604 0.9524 -0.3099
C 4.4546 -0.2515 -0.2777
C 3.7688 -1.4625 -0.4719
C 2.3762 -1.3825 -0.6885
N 1.6690 -0.2560 -0.6748
C 2.3486 0.9086 -0.4882
C 4.4207 -2.7335 -0.4603
C 5.7224 -3.0398 -0.1021
C 6.0213 -4.3995 -0.2347
C 4.9656 -5.1399 -0.6924
S 3.5781 -4.1968 -0.9588
C 1.4718 4.5147 -0.3048
H -3.6332 7.5273 -1.1173
H -1.4386 8.8401 -0.6187
H 0.5696 7.2623 -0.1992
H -1.5517 3.0134 -0.5062
H 4.1650 4.3364 -0.0649
H 5.4612 2.2599 -0.0437
H 5.5176 -0.2602 -0.1029
H 1.8483 -2.3151 -0.8649
H 6.4410 -2.3219 0.2513
H 6.9766 -4.8381 -0.0091
H 4.9368 -6.1934 -0.8978
H 1.9603 5.4731 -0.2504
C 0.7211 -3.0246 3.7240
C 1.1931 -2.9750 2.2858
Sb -0.4134 -2.5054 0.8416
C -0.1832 -4.3627 -0.3689
C -1.3494 -5.3284 -0.3491
C -2.2082 -2.9098 2.0548
C -3.5417 -2.5623 1.4149
H 1.5837 -3.1725 4.3702
H 0.0463 -3.8595 3.8892
H 0.2375 -2.0964 4.0264
H 1.5804 -3.9464 1.9819
H 1.9842 -2.2349 2.1633
H 0.6970 -4.8382 0.0621
H 0.0655 -4.0773 -1.3948
H -1.5604 -5.6843 0.6535
H -1.0792 -6.1951 -0.9498
H -2.2634 -4.9129 -0.7671
H -2.0829 -2.3678 2.9925
H -2.1693 -3.9746 2.2757
H -3.6764 -1.4833 1.3029
H -4.3466 -2.9127 2.0622
H -3.6810 -3.0698 0.4595
*
```

The total energy is -4273.561345 Ha. The HOMO energy comes out at -17.042 eV. The orbital gap comes out at 4.7 eV. The value obtained for the energy above the lowest of the compared OMol25 structures with the same formula, charge and spin is 43.44 kJ/mol.

(4)
The following is a DFT calculation (the ωB97M-V functional and the def2-TZVPD basis) of C40H48CdN6PTe as an isolated structure in a non-equilibrium geometry.

ORCA input file:
```
! RIJCOSX wB97M-V def2-TZVPD def2/J DEFGRID3
* xyz 1 1
Cd -0.2116 -1.1176 0.8667
N 4.3134 -3.5802 1.9321
C 3.7139 -3.0458 0.8687
N 2.7766 -2.2151 1.2576
C 2.8896 -2.2747 2.5717
N 3.7893 -3.0745 3.0502
C 1.9561 -1.5623 3.5016
C 2.4163 -1.2398 4.8125
N 1.5102 -0.8826 5.7462
C 0.2138 -0.7680 5.3500
C -0.1590 -1.0402 4.0595
N 0.6773 -1.4363 3.1191
H 4.9641 -4.3251 1.9641
H 3.9201 -3.3633 -0.1554
H 3.4677 -1.2604 5.0375
H -0.4809 -0.4326 6.0607
H -1.1949 -0.9791 3.6081
C -2.8593 0.8559 2.2471
Te -3.1448 -1.2305 1.6935
C -4.4947 -0.3613 0.1831
C -4.8673 0.9338 0.7666
C -6.0859 1.5462 0.4228
C -6.4546 2.8112 0.9606
C -5.5691 3.4246 1.8379
C -4.3393 2.8466 2.2025
C -4.0150 1.5733 1.6821
H -1.8538 1.1100 1.8708
H -2.9004 1.0318 3.3301
H -5.2887 -1.0601 -0.1001
H -3.8276 -0.1588 -0.7063
H -6.7588 1.0291 -0.2811
H -7.4142 3.2207 0.6293
H -5.7777 4.3603 2.2765
H -3.6032 3.4035 2.8392
C -1.8428 -1.2493 -4.2160
C -2.0189 -0.2172 -3.1525
C -3.0307 0.7284 -3.1165
C -2.9719 1.7288 -2.1912
C -3.9945 2.7774 -2.1230
C -1.9074 1.8084 -1.3030
C -0.9485 0.7912 -1.2371
C -1.0056 -0.1787 -2.1937
N 0.0531 0.6516 -0.2150
C 1.1185 1.7092 -0.1201
C 2.2752 1.1824 0.7198
C 3.4713 2.1490 0.7589
C 2.9660 3.4893 1.2794
C 1.9511 4.0865 0.3110
C 2.5546 4.2586 -1.1033
C 2.9766 2.8597 -1.5821
C 4.0637 2.3068 -0.6393
C 1.7386 1.9456 -1.5706
C 0.7525 3.1495 0.3736
H -1.0203 -1.9269 -3.9695
H -1.4996 -0.6363 -5.0888
H -2.6852 -1.8140 -4.5109
H -3.9643 0.6324 -3.8102
H -4.9551 2.5475 -2.4827
H -3.6200 3.6165 -2.6849
H -4.0870 2.9775 -1.0384
H -1.8682 2.6132 -0.5971
H -0.2298 -0.8652 -2.2113
H 2.5004 0.1994 0.3950
H 2.0198 1.0480 1.7867
H 4.3423 1.7912 1.4187
H 3.7756 4.1865 1.2433
H 2.4942 3.4831 2.2509
H 1.4921 5.0463 0.5929
H 3.3729 4.8997 -1.1274
H 1.8668 4.7101 -1.7612
H 3.3469 2.8451 -2.5771
H 4.9176 2.9753 -0.4972
H 4.4029 1.2914 -1.0822
H 2.0396 0.9209 -2.0228
H 0.8454 2.1824 -2.1730
H -0.0678 3.6280 -0.1065
H 0.3811 3.0477 1.3940
C -1.5670 -3.7384 -0.9387
P 0.0341 -3.4364 -0.1412
C 0.4326 -4.7606 1.0533
C 1.3494 -3.4543 -1.3976
C 1.7957 -4.6077 -2.0537
C 2.9087 -4.6226 -2.8405
C 3.5756 -3.4426 -3.1309
C 3.1766 -2.2351 -2.5488
C 2.1156 -2.3020 -1.6023
H -1.7997 -2.7193 -1.2317
H -2.1506 -4.1371 -0.1232
H -1.4790 -4.3930 -1.7963
H 0.5345 -5.7468 0.6016
H -0.3334 -4.7985 1.8515
H 1.3855 -4.4255 1.4115
H 1.3059 -5.5461 -1.9333
H 3.2546 -5.5356 -3.1676
H 4.5135 -3.5273 -3.7135
H 3.7415 -1.3434 -2.6261
H 1.8967 -1.3436 -1.1973
*
```

The total energy is -2658.432264 Ha. The HOMO energy comes out at -9.546 eV. The orbital gap comes out at 6.6 eV. The value obtained for the energy above the lowest of the compared OMol25 structures with the same formula, charge and spin is 130.36 kJ/mol.